{
  "formula": "C4H5BeO4",
  "method": "ωB97M-V with the def2-TZVPD basis set",
  "elements": ["O", "C", "O", "O", "Be", "C", "C", "O", "C", "H", "H", "H", "H", "H"],
  "xyz": [[1.573002, 1.046821, 1.197653], [2.372251, 1.153209, 0.157001], [3.586150, 0.926930, 0.206359], [1.696791, 1.208614, -0.983407], [0.493752, 1.390209, 0.051358], [-0.471974, -1.776153, -0.696982], [-1.223416, -1.413732, 0.349586], [-1.221111, -0.169120, 0.930971], [-1.285676, 0.968969, 0.220738], [-0.255502, -2.836427, -0.822122], [-0.212271, -1.089372, -1.504690], [-1.849144, -2.102306, 0.918594], [-1.661547, 1.808271, 0.817459], [-1.541305, 0.884090, -0.842522]],
  "forces_ev_per_a": [[-2.43, 1.51, -0.30], [5.04, -3.09, 0.16], [-1.80, 1.17, -0.08], [-2.56, 1.38, 0.00], [2.41, -0.95, 0.35], [-1.01, 0.26, -0.09], [0.77, -1.16, -0.27], [-1.27, 0.83, -0.36], [-0.24, -0.04, -0.24], [-0.54, 0.26, -0.32], [0.88, -0.01, 0.66], [0.77, 0.14, 0.34], [0.15, -0.25, -0.13], [-0.18, -0.04, 0.29]],
  "homo_energy_ev": [-8.945, -8.932],
  "charge": 0,
  "molar_mass_g_mol": 126.1,
  "homo_lumo_gap_ev": [8.8, 5.3],
  "multiplicity": 2,
  "e_above_lowest_kj_mol": 13.5
}


{
  "formula": "C4H5BrClFN3O2",
  "method": "ωB97M-V with the def2-TZVPD basis set",
  "elements": ["C", "C", "C", "C", "N", "N", "N", "O", "O", "F", "Cl", "Br", "H", "H", "H", "H", "H"],
  "xyz": [[-1.289110, -2.955249, 0.444176], [1.212694, 0.155152, 1.456234], [1.422693, 0.998636, -0.816425], [0.168887, -1.006528, -0.231168], [-0.499866, -1.980883, 0.449266], [-2.290903, 1.491481, -1.435422], [1.049719, -0.007947, 0.083653], [-2.091304, -3.736907, 0.541160], [-3.094429, 2.222444, -1.793057], [0.037556, -1.238273, -1.491114], [0.350721, 2.449720, -0.490831], [-2.471612, 0.719764, 0.337826], [0.495516, 0.893890, 2.006858], [1.303168, -0.758015, 1.903312], [2.154755, 0.716959, 1.478031], [1.056010, 0.695209, -1.844663], [2.485505, 1.340547, -0.597836]],
  "forces_ev_per_a": [[2.48, 4.22, -0.60], [0.75, 4.94, 2.04], [-0.64, 1.66, -1.76], [-0.04, -1.28, -0.71], [0.90, 0.55, 1.29], [0.00, 1.03, -2.59], [-4.34, -4.64, -0.06], [-0.92, -1.56, 0.15], [0.27, -0.48, 0.67], [0.11, 0.72, -1.56], [0.87, -0.02, -0.01], [-0.62, -0.68, 1.86], [0.70, -1.61, -1.31], [0.18, -2.18, 1.51], [0.15, -0.40, 0.82], [1.53, 0.44, 1.07], [-1.37, -0.71, -0.82]],
  "homo_energy_ev": -13.489,
  "charge": 1,
  "molar_mass_g_mol": 261.5,
  "homo_lumo_gap_ev": 8.1,
  "multiplicity": 1,
  "e_above_lowest_kj_mol": 0.0
}